(1)
ORCA calculation (the ωB97M-V functional and the def2-TZVPD basis) on a structure of composition C5H5O3Sm.

Each line ends with the Löwdin charge.
CARTESIAN COORDINATES (ANGSTROEM)
O1 -1.18 2.14 -0.10  -0.1742
C1 -1.67 1.00 -0.04  -0.2802
O2 -1.30 0.17 0.91  -0.0149
Sm1 0.93 2.70 0.10  1.6131
H1 -2.56 0.74 -0.63  0.1851
O3 3.08 0.12 0.67  -0.0630
C2 1.97 0.47 -0.03  -0.4559
C3 1.08 -0.38 -0.46  -0.0730
C4 -0.07 -1.02 -0.69  -0.1087
C5 -1.07 -1.19 0.44  -0.1120
H2 3.84 0.11 0.09  0.0970
H3 -0.29 -1.51 -1.65  0.1116
H4 -2.02 -1.61 0.08  0.1326
H5 -0.72 -1.74 1.31  0.1425

The net charge is +1. The value obtained for the energy above the lowest of the compared OMol25 structures with the same formula, charge and spin is 0.0 kJ/mol. Its highest occupied orbital energy (alpha / beta) is -0.419 / -0.417 Ha. As for the multiplicity: 7. For the LUMO energy (alpha / beta), the calculation gives -0.1586 / -0.1566 Ha. The value obtained for the HOMO-LUMO gap (alpha / beta) is 7.083 / 7.081 eV. Its expectation value of S² is 12.009.


(2)
ORCA calculation (the ωB97M-V functional and the def2-TZVPD basis) on a structure of composition C17H32NO5Rb.

Each line ends with the Löwdin charge.
CARTESIAN COORDINATES (ANGSTROEM)
Rb1 0.66 -1.33 -0.69  0.9198
C1 -2.10 0.29 -2.91  -0.0561
C2 -2.45 1.12 -1.67  -0.5218
C3 -3.74 0.48 -1.12  -0.1622
C4 -4.17 1.06 0.21  -0.1865
C5 -3.06 0.84 1.23  -0.1554
C6 -1.73 1.44 0.77  -0.5246
N1 -1.43 1.08 -0.62  -0.2457
O1 -0.21 1.59 -1.14  -0.3627
C7 -0.71 0.84 1.76  -0.0704
C8 -1.75 2.95 1.01  -0.0435
C9 -2.79 2.54 -2.14  -0.0332
H1 -1.35 0.75 -3.56  0.0749
H2 -2.98 0.09 -3.52  0.0840
H3 -1.62 -0.65 -2.62  0.0452
H4 -3.63 -0.61 -1.05  0.1149
H5 -4.54 0.67 -1.84  0.1109
H6 -5.13 0.67 0.58  0.1098
H7 -4.32 2.14 0.09  0.1054
H8 -3.01 -0.24 1.43  0.1116
H9 -3.39 1.23 2.20  0.1194
H10 -1.01 0.97 2.80  0.0828
H11 0.31 1.23 1.70  0.0779
H12 -0.60 -0.25 1.64  0.0297
H13 -0.89 3.36 0.47  0.0797
H14 -1.61 3.14 2.08  0.0773
H15 -2.67 3.47 0.74  0.0664
H16 -3.81 2.65 -2.54  0.0807
H17 -2.15 2.89 -2.96  0.0752
H18 -2.70 3.29 -1.35  0.0618
C10 1.09 -4.66 2.84  -0.1584
C11 -0.41 -4.78 3.02  -0.1613
C12 -0.92 -3.52 2.30  -0.1875
O2 0.11 -3.17 1.38  -0.3005
C13 1.20 -4.11 1.41  -0.1959
H19 1.65 -5.56 3.08  0.1179
H20 1.45 -3.87 3.50  0.1217
H21 -0.68 -4.84 4.07  0.1162
H22 -0.82 -5.66 2.53  0.1150
H23 -1.01 -2.70 3.01  0.1236
H24 -1.87 -3.73 1.81  0.1235
H25 2.12 -3.55 1.26  0.1149
H26 1.07 -4.88 0.65  0.1246
C14 3.50 1.00 -0.99  -0.0329
C15 4.67 1.23 -1.91  -0.3282
C16 5.57 2.41 -1.50  -0.0714
O3 6.89 1.88 -1.61  0.0770
C17 6.85 0.58 -1.93  -0.5666
O4 7.78 -0.11 -2.18  0.1726
O5 5.56 0.12 -1.92  0.0819
H27 2.93 0.13 -1.31  0.0207
H28 2.83 1.85 -0.88  0.1004
H29 3.88 0.80 0.02  0.0988
H30 4.29 1.41 -2.92  0.1574
H31 5.38 2.78 -0.49  0.1355
H32 5.45 3.22 -2.23  0.1355

The net charge is 0. The value obtained for the energy above the lowest of the compared OMol25 structures with the same formula, charge and spin is 32.1 kJ/mol. Its highest occupied orbital energy is -0.197 Ha. For the LUMO energy, the calculation gives -0.0156 Ha. The value obtained for the HOMO-LUMO gap is 4.924 eV.


(3)
ORCA calculation (the ωB97M-V functional and the def2-TZVPD basis) on a cluster of 16 separate species, C45H117N5O16 in total.

Each line ends with the Löwdin charge.
CARTESIAN COORDINATES (ANGSTROEM)
C1 -15.14 -25.74 -15.93  -0.0369
C2 -13.60 -25.65 -15.87  -0.5250
C3 -13.10 -26.98 -16.43  -0.1333
C4 -11.59 -27.00 -16.71  -0.1471
C5 -11.36 -25.84 -17.69  -0.1382
C6 -11.84 -24.46 -17.29  -0.5241
N1 -13.22 -24.58 -16.79  -0.1087
O1 -13.77 -23.33 -16.40  -0.0158
C7 -10.91 -23.81 -16.25  -0.0146
C8 -11.91 -23.56 -18.51  -0.0330
C9 -13.19 -25.43 -14.41  -0.0258
H1 -15.57 -24.82 -15.54  0.0790
H2 -15.49 -26.64 -15.44  0.0836
H3 -15.42 -25.77 -16.99  0.0836
H4 -13.22 -27.63 -15.54  0.1142
H5 -13.74 -27.43 -17.18  0.1050
H6 -11.30 -27.88 -17.28  0.0934
H7 -11.05 -26.87 -15.77  0.0973
H8 -11.74 -26.12 -18.68  0.1052
H9 -10.27 -25.80 -17.87  0.1104
H10 -11.36 -22.92 -15.81  0.0818
H11 -10.66 -24.54 -15.48  0.0713
H12 -9.97 -23.54 -16.73  0.0856
H13 -10.96 -23.60 -19.03  0.0934
H14 -12.66 -23.98 -19.20  0.0680
H15 -12.21 -22.54 -18.31  0.0841
H16 -13.80 -26.03 -13.73  0.0843
H17 -13.30 -24.39 -14.12  0.0870
H18 -12.16 -25.73 -14.20  0.0704
H19 -14.15 -23.02 -17.23  0.1006
C10 -13.56 -34.68 -19.55  -0.0315
C11 -14.63 -33.60 -19.67  -0.5157
C12 -15.51 -33.66 -18.41  -0.1370
C13 -16.37 -32.42 -18.22  -0.1745
C14 -15.50 -31.19 -18.16  -0.1370
C15 -14.66 -31.03 -19.43  -0.5002
N2 -13.99 -32.30 -19.72  -0.0895
O2 -13.11 -32.20 -20.81  -0.0282
C16 -15.50 -30.46 -20.59  -0.0072
C17 -13.54 -30.06 -19.07  -0.0335
C18 -15.51 -33.90 -20.92  -0.0112
H20 -13.00 -34.56 -18.62  0.0717
H21 -12.85 -34.69 -20.37  0.0753
H22 -14.03 -35.67 -19.46  0.0937
H23 -16.16 -34.53 -18.50  0.1197
H24 -14.88 -33.82 -17.53  0.1132
H25 -16.97 -32.58 -17.32  0.1157
H26 -17.12 -32.35 -19.01  0.1095
H27 -14.89 -31.20 -17.25  0.1115
H28 -16.09 -30.27 -18.05  0.1304
H29 -15.13 -30.80 -21.56  0.0622
H30 -16.54 -30.77 -20.53  0.0802
H31 -15.48 -29.37 -20.54  0.0768
H32 -13.82 -29.00 -19.05  0.0686
H33 -13.03 -30.38 -18.17  0.0786
H34 -12.81 -30.07 -19.89  0.0663
H35 -16.23 -34.69 -20.74  0.0857
H36 -14.88 -34.17 -21.77  0.0833
H37 -16.04 -32.99 -21.22  0.0685
H38 -13.65 -32.09 -21.61  0.0901
C19 -6.73 -31.23 -17.52  -0.0345
C20 -7.83 -30.65 -18.39  -0.4675
C21 -7.99 -29.18 -17.94  -0.1104
C22 -8.74 -28.36 -18.99  -0.1618
C23 -8.09 -28.48 -20.34  -0.1378
C24 -8.08 -29.92 -20.83  -0.4881
N3 -7.39 -30.71 -19.80  -0.0815
O3 -7.21 -32.07 -20.19  -0.0049
C25 -9.51 -30.28 -21.29  -0.0180
C26 -7.26 -29.97 -22.13  -0.0201
C27 -9.10 -31.48 -18.07  -0.0071
H39 -6.94 -31.24 -16.46  0.0688
H40 -5.79 -30.69 -17.68  0.0792
H41 -6.54 -32.29 -17.70  0.0762
H42 -8.64 -29.19 -17.06  0.1076
H43 -7.01 -28.80 -17.68  0.1008
H44 -8.88 -27.33 -18.67  0.1022
H45 -9.73 -28.83 -18.98  0.1051
H46 -7.05 -28.15 -20.22  0.1043
H47 -8.53 -27.79 -21.07  0.1237
H48 -10.24 -30.54 -20.52  0.0512
H49 -9.87 -29.52 -21.98  0.0775
H50 -9.47 -31.24 -21.82  0.0851
H51 -7.85 -29.43 -22.87  0.0733
H52 -6.24 -29.60 -22.07  0.0740
H53 -7.22 -30.97 -22.56  0.0962
H54 -9.92 -31.29 -18.77  0.0603
H55 -9.45 -31.27 -17.07  0.0579
H56 -8.86 -32.53 -18.22  0.0838
H57 -8.11 -32.38 -20.40  0.0597
C28 -12.55 -28.55 -24.82  -0.0274
C29 -13.32 -27.78 -23.78  -0.5236
C30 -12.64 -28.03 -22.43  -0.1427
C31 -13.08 -27.13 -21.29  -0.1735
C32 -13.01 -25.67 -21.73  -0.1437
C33 -13.71 -25.33 -23.04  -0.5194
N4 -13.28 -26.35 -24.01  -0.1092
O4 -13.60 -26.00 -25.34  -0.0067
C34 -15.23 -25.23 -22.89  -0.0172
C35 -13.13 -24.01 -23.51  -0.0467
C36 -14.76 -28.33 -23.72  -0.0218
H58 -12.54 -29.62 -24.58  0.0895
H59 -11.55 -28.17 -25.04  0.0915
H60 -13.05 -28.48 -25.80  0.0842
H61 -12.72 -29.06 -22.05  0.1087
H62 -11.56 -27.92 -22.59  0.1144
H63 -12.51 -27.34 -20.39  0.0919
H64 -14.14 -27.30 -21.05  0.0980
H65 -11.96 -25.37 -21.77  0.1250
H66 -13.47 -25.08 -20.92  0.1089
H67 -15.59 -25.89 -22.09  0.0709
H68 -15.44 -24.22 -22.51  0.0881
H69 -15.80 -25.42 -23.80  0.0802
H70 -12.09 -24.13 -23.84  0.0926
H71 -13.62 -23.61 -24.40  0.0841
H72 -13.11 -23.23 -22.75  0.0881
H73 -15.23 -28.25 -24.71  0.0845
H74 -15.39 -27.86 -22.98  0.0619
H75 -14.72 -29.41 -23.54  0.0746
H76 -14.55 -26.14 -25.45  0.0909
C37 -11.46 -34.60 -13.88  -0.0401
C38 -11.74 -33.17 -14.33  -0.5180
C39 -13.11 -32.78 -13.79  -0.1467
C40 -13.37 -31.27 -13.74  -0.1740
C41 -12.24 -30.60 -12.95  -0.1313
C42 -10.83 -30.90 -13.47  -0.5153
N5 -10.71 -32.34 -13.70  -0.0794
O5 -9.43 -32.63 -14.27  -0.0280
C43 -10.57 -30.07 -14.73  -0.0268
C44 -9.84 -30.46 -12.40  -0.0299
C45 -11.78 -33.16 -15.88  -0.0158
H77 -10.47 -34.90 -14.25  0.0792
H78 -12.13 -35.33 -14.32  0.0864
H79 -11.39 -34.63 -12.79  0.0876
H80 -13.88 -33.28 -14.39  0.1206
H81 -13.30 -33.20 -12.80  0.1211
H82 -14.34 -31.10 -13.28  0.1122
H83 -13.41 -30.86 -14.76  0.0947
H84 -12.35 -30.96 -11.92  0.1240
H85 -12.45 -29.53 -13.00  0.1201
H86 -11.27 -30.21 -15.56  0.0752
H87 -10.42 -29.01 -14.51  0.0863
H88 -9.60 -30.37 -15.14  0.0476
H89 -8.81 -30.54 -12.76  0.0648
H90 -9.99 -29.40 -12.19  0.0921
H91 -9.92 -31.05 -11.49  0.0899
H92 -12.26 -32.27 -16.27  0.0664
H93 -12.32 -34.05 -16.21  0.0711
H94 -10.75 -33.18 -16.24  0.0709
H95 -8.92 -32.96 -13.52  0.1044
O6 -8.15 -28.20 -25.46  -0.0566
H96 -8.09 -27.47 -24.84  0.0229
H97 -7.33 -28.69 -25.36  0.0311
O7 -3.78 -28.63 -24.18  -0.0658
H98 -3.38 -27.96 -24.75  0.0495
H99 -4.22 -28.14 -23.47  -0.0095
O8 -9.98 -33.36 -20.60  -0.0506
H100 -10.60 -32.61 -20.63  0.0228
H101 -10.37 -33.95 -19.94  0.0646
O9 -4.40 -30.85 -19.73  -0.0593
H102 -5.29 -30.71 -20.08  0.0132
H103 -4.54 -31.41 -18.95  -0.0124
O10 -4.86 -27.49 -18.98  -0.0487
H104 -5.36 -27.87 -18.25  0.0187
H105 -4.29 -28.21 -19.27  0.0380
O11 -4.93 -27.20 -22.17  -0.0351
H106 -5.68 -26.68 -22.48  0.0635
H107 -4.85 -27.01 -21.23  0.0353
O12 -3.36 -32.98 -17.76  -0.0329
H108 -3.28 -33.94 -17.80  0.0418
H109 -3.15 -32.75 -16.85  0.0448
O13 -6.76 -34.68 -16.50  -0.0499
H110 -5.83 -34.58 -16.74  0.0198
H111 -6.76 -35.13 -15.65  0.0339
O14 -3.39 -31.06 -22.87  -0.0760
H112 -3.65 -30.29 -23.39  -0.0237
H113 -3.46 -30.77 -21.95  -0.0018
O15 -6.76 -29.55 -14.54  -0.0524
H114 -7.28 -30.11 -15.12  -0.0160
H115 -6.46 -30.14 -13.84  0.0372
O16 -8.00 -35.34 -21.24  -0.0526
H116 -8.71 -34.82 -20.84  -0.0184
H117 -7.23 -35.17 -20.70  0.0327

The net charge is 0. The value obtained for the energy above the lowest of the compared OMol25 structures with the same formula, charge and spin is 0.0 kJ/mol. Its highest occupied orbital energy is -0.309 Ha. For the LUMO energy, the calculation gives -0.0031 Ha. The value obtained for the HOMO-LUMO gap is 8.325 eV.